Density functional theory data (ωB97M-V with the def2-TZVPD basis set) for 2 unconnected molecules or ions with the total composition C4H11N2.

LUMO energy ... -4.2 eV
Kohn-Sham gap ... 10.64 eV
Charge ... +1
Energy relative to the best compared isomer or geometry (same formula, charge and spin) ... 2.0667 eV

```
17
Properties=species:S:1:pos:R:3:forces:R:3:nbo_charge:R:1
C 0.03082 -2.18656 0.27901 0.3 -0.1 0.8 -0.27
C 0.56296 -0.98546 0.46853 1.6 -0.9 2.7 -0.32
C 0.89625 0.27793 -0.19475 2.7 -0.7 1.4 0.44
C 2.41678 0.57641 -0.08629 -0.2 -1.3 0.1 -0.69
N 0.10728 1.19210 -0.55230 0.8 2.7 -0.8 -0.63
N -2.38750 0.46050 -0.04980 1.0 0.8 -3.4 -1.04
H 0.15553 -3.04909 0.95251 0.2 1.0 0.2 0.24
H -0.53761 -2.51175 -0.52065 -1.0 -0.1 -2.1 0.20
H 1.20488 -0.98784 1.43255 -1.0 0.2 -1.4 0.25
H 3.03915 -0.32405 -0.18279 -0.5 0.0 -0.3 0.26
H 2.77266 0.95802 0.87771 -0.9 0.2 0.1 0.27
H 2.75319 1.25479 -0.82535 0.1 0.8 -0.9 0.24
H -0.94478 1.04080 -0.33885 -0.2 0.2 -0.2 0.45
H 0.59939 2.12830 -0.81462 -1.6 -2.1 0.5 0.43
H -2.74779 0.28062 0.80093 -1.4 -0.4 3.9 0.39
H -2.30436 -0.46003 -0.46598 -0.3 0.1 -0.5 0.39
H -3.07828 1.03862 -0.53714 0.2 -0.5 -0.1 0.40
```
Positions in Å, forces in eV/Å.

=====

Density functional theory data (ωB97M-V with the def2-TZVPD basis set) for 2 unconnected molecules or ions with the total composition C2H9P3.

LUMO energy (spin up / spin down) ... -1.2 / 0.5 eV
Kohn-Sham gap (spin up / spin down) ... 6.61 / 8.41 eV
Energy relative to the best compared isomer or geometry (same formula, charge and spin) ... 2.1666 eV

```
14
Properties=species:S:1:pos:R:3:forces:R:3:nbo_charge:R:1
C 2.08557 0.14998 -0.05310 -0.2 1.0 -0.4 -0.71
C 1.53281 -1.17166 0.11778 -0.4 -0.7 0.3 -0.29
P -0.89545 1.50381 -0.04820 0.1 0.2 -0.4 -0.01
P -3.10288 -0.54716 -0.89361 -0.3 0.4 -0.4 -0.02
P -1.96942 -0.08134 0.89117 0.1 -0.2 0.5 0.01
H 2.44088 0.57514 0.88186 0.2 0.1 0.0 0.21
H 2.85860 0.17444 -0.81912 0.2 0.1 0.0 0.22
H 1.27641 0.84279 -0.41761 0.7 -0.3 0.1 0.23
H 1.13566 -1.48723 1.06561 0.0 -0.1 0.2 0.18
H 1.43438 -1.84082 -0.71498 -0.1 -0.2 -0.2 0.17
H -0.58321 2.21622 1.10162 0.3 0.2 0.5 0.00
H -1.93254 2.35276 -0.41128 -0.6 0.3 -0.2 0.01
H -2.22295 -1.49249 -1.42342 0.3 -0.2 -0.2 0.00
H -3.85833 -1.52773 -0.26224 -0.4 -0.4 0.2 0.00
```
Positions in Å, forces in eV/Å.

=====

Density functional theory data (ωB97M-V with the def2-TZVPD basis set) for C5H6O2 in the gas phase.

LUMO energy (spin up / spin down) ... 0.2 / 0.2 eV
SMILES ... O=C[C@H]1O[C@H]2C[C@H]21
Kohn-Sham gap (spin up / spin down) ... 8.56 / 8.56 eV
Energy relative to the best compared isomer or geometry (same formula, charge and spin) ... 5.6223 eV

```
13
Properties=species:S:1:pos:R:3:forces:R:3:nbo_charge:R:1
O 2.19656 1.62880 -1.15682 -0.4 -0.5 0.5 -0.50
C 1.66328 0.96712 -0.29766 -0.1 0.0 -0.2 0.42
C 0.84493 -0.29186 -0.62796 -0.7 -0.5 0.6 -0.06
O 0.68474 -1.27643 0.40233 1.0 -0.4 1.8 -0.50
C -0.81974 -0.98966 1.10417 1.4 0.0 -2.9 -0.03
C -1.20776 0.38680 0.65822 0.1 0.8 -0.2 -0.49
C -0.63409 -0.18821 -0.52848 -1.2 0.8 -0.6 -0.06
H 1.71219 1.26207 0.77003 0.0 -0.1 -0.1 0.12
H 1.22933 -0.67452 -1.59315 -0.3 -0.2 0.6 0.21
H -1.51110 -1.78214 0.81023 0.6 -0.2 0.2 0.18
H -2.27650 0.54352 0.53719 0.0 -0.2 0.5 0.26
H -0.69785 1.20217 1.15381 -0.1 0.2 -0.1 0.22
H -1.18399 -0.78766 -1.23193 -0.4 0.4 -0.2 0.23
```
Positions in Å, forces in eV/Å.

=====

Density functional theory data (ωB97M-V with the def2-TZVPD basis set) for a molecular structure, C23H28N7OSTeTi.

LUMO energy (spin up / spin down) ... 2.5 / 2.5 eV
Spin multiplicity ... 3
⟨S²⟩ ... 2.040
Kohn-Sham gap (spin up / spin down) ... 4.31 / 5.71 eV
Charge ... -1
Energy relative to the best compared isomer or geometry (same formula, charge and spin) ... 1.7614 eV

```
62
Properties=species:S:1:pos:R:3:forces:R:3:mulliken_spin:R:1
Ti -0.17157 -0.06620 0.77796 -0.7 -0.4 -0.8 1.36
N -2.51370 3.07520 -0.44014 0.1 0.2 -0.1 0.00
C -1.36543 2.38946 -0.12346 0.2 0.4 -0.1 0.01
S -1.03231 2.18316 1.57820 0.0 0.1 0.2 -0.02
N -0.64235 1.91570 -1.08381 0.0 0.5 -0.4 0.03
N 0.41289 1.12661 -0.60586 0.3 0.9 -0.7 0.02
C 1.62080 1.56862 -0.92106 0.0 0.2 -0.4 0.34
C 2.81357 1.08857 -0.31068 0.0 -0.1 0.3 -0.06
C 4.06664 1.54459 -0.76511 0.0 0.0 0.0 0.10
C 5.24958 1.17432 -0.16050 0.1 0.0 0.0 -0.09
C 5.21468 0.31907 0.93932 0.0 -0.1 0.0 0.15
C 3.99892 -0.13649 1.42347 -0.1 0.0 0.0 -0.07
C 2.77329 0.23994 0.84850 0.4 0.3 -0.1 0.11
O 1.65191 -0.15399 1.40895 1.0 0.0 0.2 0.00
H -2.87800 3.66981 0.28046 0.0 0.0 0.0 0.00
H -2.62597 3.36647 -1.39728 0.1 0.0 0.0 0.00
H 1.68729 2.38506 -1.63763 0.0 0.0 0.0 0.02
H 4.08638 2.22325 -1.61195 0.0 0.0 0.0 0.00
H 6.19659 1.55629 -0.52327 0.0 0.0 0.0 0.00
H 6.13606 0.01694 1.42464 0.0 0.0 0.0 0.02
H 3.95974 -0.78475 2.29264 0.0 0.0 0.0 0.00
C -1.51200 -5.57624 0.70593 0.1 0.1 0.1 0.00
C -1.81599 -4.46320 1.69038 0.0 0.0 0.0 0.00
N -1.23830 -3.22072 1.22209 -0.2 0.2 -0.1 0.01
C -0.17498 -3.14337 0.38562 0.5 0.1 -0.5 -0.01
N 0.19260 -1.98958 -0.12282 -0.2 -1.2 0.5 -0.03
C 1.32887 -2.05471 -1.02940 0.1 0.1 0.0 -0.01
C 2.41937 -2.92112 -0.41982 -0.2 0.0 0.0 0.00
C 1.86724 -4.32838 -0.35904 0.2 0.1 -0.1 0.00
N 0.48328 -4.32078 0.09038 -0.1 0.1 0.1 0.00
C -0.00980 -5.61169 0.52540 -0.1 0.0 0.0 0.00
H -1.99768 -5.34374 -0.24224 0.0 -0.1 -0.1 0.00
H -1.87701 -6.53968 1.06422 0.0 0.0 0.0 0.00
H -1.40692 -4.72015 2.67713 -0.1 0.0 0.0 0.00
H -2.89052 -4.32303 1.79524 0.0 0.1 0.0 0.00
H -1.85198 -2.41358 1.14143 0.0 0.0 0.1 0.02
H 1.69002 -1.04508 -1.20944 -0.1 0.0 -0.1 0.02
H 1.01652 -2.48020 -1.99389 0.0 0.1 0.0 0.00
H 2.62109 -2.53903 0.58336 0.1 0.0 0.0 0.00
H 3.34548 -2.89642 -0.99523 0.0 0.0 0.0 0.00
H 2.46108 -4.95441 0.31829 -0.1 0.0 0.0 0.00
H 1.90906 -4.78586 -1.35572 0.0 -0.1 0.0 0.00
H 0.46593 -5.90713 1.47329 0.0 0.0 0.0 0.00
H 0.27763 -6.35151 -0.22872 0.0 0.0 0.0 0.00
C -0.19551 0.03123 5.07686 0.1 0.1 0.1 0.00
C -0.40082 -0.40070 3.70985 -0.4 -0.4 0.0 0.13
N -0.62089 -0.69782 2.62023 0.0 -0.4 2.3 -0.06
H -0.98564 -0.35853 5.71776 0.0 0.0 0.0 0.00
H -0.21148 1.12170 5.10165 0.0 0.0 0.0 0.01
H 0.76978 -0.31370 5.44687 0.0 0.0 0.0 0.01
Te -2.83280 -0.29481 -0.26259 -1.2 -0.5 -0.5 0.00
C -3.98841 -2.09830 -0.17869 0.1 0.1 0.2 0.00
C -4.96386 -2.25206 0.81350 0.0 0.1 0.1 0.00
C -5.77327 -3.37587 0.88126 0.0 -0.1 0.0 0.00
C -5.63451 -4.39264 -0.05639 -0.1 0.0 0.0 0.00
C -4.68500 -4.25565 -1.06031 0.0 -0.1 0.1 0.00
C -3.87645 -3.12805 -1.11490 0.2 0.0 -0.1 0.00
H -5.08131 -1.45938 1.54375 0.0 0.0 0.0 0.00
H -6.51650 -3.45900 1.66671 0.0 0.0 0.0 0.00
H -6.26506 -5.27276 -0.00872 0.0 0.0 0.0 0.00
H -4.57904 -5.03630 -1.80623 0.0 0.0 0.0 0.00
H -3.14080 -3.03830 -1.90707 0.0 0.0 0.0 0.00
```
Positions in Å, forces in eV/Å.

=====

Density functional theory data (ωB97M-V with the def2-TZVPD basis set) for 10 unconnected molecules or ions with the total composition C4H27N2O10S.

LUMO energy ... 2.6 eV
Kohn-Sham gap ... 8.97 eV
Charge ... -1
Energy relative to the best compared isomer or geometry (same formula, charge and spin) ... 6.0774 eV

```
44
Properties=species:S:1:pos:R:3:forces:R:3:nbo_charge:R:1
C -2.26582 1.22806 -1.02712 0.5 -3.0 0.2 -0.24
N -3.34321 0.20474 -1.17491 2.2 -0.3 -1.8 -0.66
C -2.99578 -1.13463 -1.21401 0.7 0.1 0.4 0.78
N -1.65991 -1.43283 -1.42359 -2.4 -2.3 -2.0 -0.89
O -3.72968 -2.05760 -0.97006 -2.0 -0.8 -0.3 -0.67
C -2.47538 1.44717 0.44809 4.3 2.1 0.4 -0.40
C -1.19405 2.27828 1.02312 -2.0 -1.6 -1.5 -0.52
S -1.24418 3.95907 0.35418 0.4 0.3 -0.2 -0.08
H -1.22814 0.74939 -1.09364 -1.6 0.9 -0.5 0.19
H -2.35136 1.93573 -1.85392 0.0 0.6 0.8 0.22
H -4.21257 0.64566 -1.38080 -0.8 -0.9 0.0 0.40
H -1.01314 -0.86806 -1.07163 3.3 2.7 1.5 0.37
H -1.34969 -2.41063 -1.48719 -0.8 0.4 0.3 0.43
H -3.25578 2.14271 0.55152 -1.8 0.1 0.8 0.20
H -2.46216 0.43873 0.92365 -0.5 1.1 0.0 0.24
H -1.47883 2.54827 2.00211 0.5 -0.6 1.6 0.22
H -0.33649 1.57770 0.87699 -0.3 1.5 0.4 0.24
H 2.66717 -2.13462 -1.16476 0.4 0.3 -0.3 0.53
H 1.51317 -2.34346 -2.04779 -1.6 1.9 -2.5 0.47
O 1.99627 -2.79426 -1.42573 1.4 -1.8 2.5 -1.00
H -1.49767 -2.65777 0.87352 0.7 0.2 1.7 0.49
H -0.15402 -2.14251 0.92154 0.9 0.5 -0.2 0.49
O -0.76224 -2.51732 1.54814 -2.2 -1.5 -1.4 -0.95
H 0.92194 0.37458 0.02965 0.7 -2.0 2.2 0.53
H 1.26235 -1.26933 0.25684 -1.0 1.7 0.9 0.49
O 0.69335 -0.55426 0.72234 2.0 0.7 -4.4 -1.11
H 2.61850 -0.05937 1.41714 0.9 0.1 0.4 0.49
H 3.72424 0.34155 0.51004 0.4 -0.6 0.1 0.48
O 3.58148 0.16632 1.45325 -0.9 0.1 0.0 -0.97
H -0.41041 -1.23672 2.53839 0.0 2.8 2.1 0.49
H 0.20421 0.08180 2.29037 0.4 0.5 0.1 0.47
O -0.24785 -0.30182 3.03770 -0.9 -2.8 -0.7 -1.01
H 4.05458 0.03758 -1.73680 2.9 1.4 -1.0 0.44
H 2.55212 0.56638 -0.98716 0.2 0.1 -0.1 0.50
O 3.29581 -0.41222 -1.52645 -3.6 -0.8 1.5 -1.19
H 2.72934 1.83716 0.31076 -3.8 -1.9 -3.3 0.48
H 1.98800 3.99686 0.55787 -5.5 0.9 -5.0 0.46
O 1.94189 1.41261 -0.41206 3.0 1.3 1.9 -1.11
H 2.36619 3.06175 1.64127 0.1 0.9 -0.3 0.48
H -0.32816 3.93130 -0.60562 0.2 -0.2 -0.3 0.12
O 2.60836 3.87185 1.14213 5.4 -1.8 5.7 -0.92
H -0.78421 -4.55975 -0.44851 0.2 -1.6 2.0 0.49
H 0.47971 -3.90810 -1.27118 2.7 -0.3 0.8 0.51
O -0.41794 -4.04002 -1.10769 -2.8 1.7 -2.7 -1.00
```
Positions in Å, forces in eV/Å.

=====

Density functional theory data (ωB97M-V with the def2-TZVPD basis set) for 7 unconnected molecules or ions with the total composition C12H37O7.

LUMO energy ... 2.9 eV
Kohn-Sham gap ... 8.20 eV
Charge ... -1
Energy relative to the best compared isomer or geometry (same formula, charge and spin) ... 1.0747 eV

```
56
Properties=species:S:1:pos:R:3:forces:R:3:nbo_charge:R:1
O 0.37931 -0.31578 -0.17945 -0.9 0.5 0.7 -1.22
H -0.32721 0.33678 -0.07019 -0.3 -0.2 -0.4 0.40
C 1.52623 3.75370 0.09886 -0.5 1.8 1.3 -0.64
C 2.14858 2.81304 1.12197 0.9 0.1 -0.6 -0.06
O 2.15394 1.50114 0.64473 0.0 -0.4 0.3 -0.77
H 1.47280 4.79853 0.45773 0.2 -0.2 0.6 0.19
H 0.45814 3.55452 0.00025 0.1 -0.4 -0.7 0.20
H 2.09387 3.93782 -0.81115 -0.2 -1.0 -0.3 0.20
H 1.79592 2.94490 2.15217 -0.8 -0.1 -0.2 0.16
H 3.20706 3.08516 1.24159 0.1 0.0 -0.2 0.15
H 1.28681 1.01798 0.46472 0.8 0.0 0.0 0.52
C -0.84440 1.51972 -3.10231 0.1 0.8 0.2 -0.64
C 0.36602 2.42732 -2.96260 1.4 -0.7 -0.7 -0.07
O 1.43110 1.68891 -3.61463 0.1 0.1 -0.1 -0.74
H -0.50431 0.56320 -2.71478 -0.3 -0.2 0.1 0.25
H -1.13622 1.43669 -4.14974 0.1 -0.1 0.0 0.20
H -1.69982 1.90164 -2.53906 0.0 -0.1 0.1 0.19
H 0.69852 2.57069 -1.93481 -0.6 0.1 0.0 0.19
H 0.37289 3.38081 -3.50741 -0.8 0.1 0.4 0.15
H 2.25157 1.88436 -3.15470 0.0 -0.2 0.1 0.47
C 1.06643 -5.47506 0.17629 0.0 -0.8 -0.1 -0.63
C 1.83524 -4.39719 0.96109 -1.2 -0.6 0.3 -0.06
O 1.80767 -3.16940 0.27278 0.7 -0.8 0.2 -0.70
H 0.61351 -6.27141 0.77950 0.0 0.3 0.4 0.19
H 1.72946 -6.03549 -0.49005 0.1 0.3 -0.2 0.19
H 0.26250 -5.06336 -0.43467 0.0 0.2 0.1 0.21
H 2.80897 -4.84556 1.17455 0.5 0.9 -0.3 0.16
H 1.37867 -4.23858 1.94917 -0.1 -0.2 0.0 0.14
H 0.85147 -3.01262 0.19453 0.3 0.7 -0.1 0.49
C -2.44699 4.30984 1.39321 0.4 -0.4 0.7 -0.63
C -2.22292 3.24094 2.47634 -1.0 0.0 -1.1 -0.06
O -0.90493 2.73636 2.46511 -0.2 0.2 0.2 -0.72
H -3.49606 4.60559 1.35806 0.0 0.2 0.1 0.20
H -2.19942 3.86592 0.42892 0.2 0.3 -0.1 0.21
H -1.80236 5.15102 1.64844 -0.1 0.2 -0.5 0.21
H -2.94280 2.45301 2.22241 0.1 -0.2 0.5 0.15
H -2.48516 3.64356 3.45463 0.3 -0.1 0.1 0.16
H -0.89740 1.99157 1.85517 0.3 0.0 0.0 0.48
C -1.47459 -2.65726 -2.43467 -0.6 -0.5 -1.1 -0.64
C -0.11707 -2.44207 -3.14913 -0.3 -0.1 1.4 -0.05
O 0.84139 -1.91184 -2.26444 -0.7 -0.1 -0.2 -0.75
H -1.44817 -3.39039 -1.62771 0.4 0.1 0.1 0.21
H -2.16871 -3.08781 -3.17167 0.0 0.0 0.0 0.18
H -2.00726 -1.78044 -2.06410 0.5 0.3 0.1 0.21
H -0.21829 -1.80428 -4.03508 -0.2 0.0 -0.1 0.14
H 0.23594 -3.43197 -3.45632 0.0 0.0 -0.3 0.15
H 0.35005 -1.38989 -1.57741 0.9 0.3 0.1 0.51
C -0.71058 -0.71171 3.26969 -0.2 -0.8 0.8 -0.62
C -0.15531 -2.04869 2.74023 -0.6 1.4 -2.0 -0.07
O -0.67202 -2.21059 1.40284 -0.2 -0.3 0.6 -0.81
H -0.74831 0.06433 2.51067 0.7 -0.1 -0.1 0.20
H -0.11462 -0.40275 4.13327 -0.2 0.3 -0.1 0.20
H -1.75933 -0.81498 3.56462 0.1 -0.2 0.2 0.19
H -0.47460 -2.92313 3.30178 0.2 0.1 0.3 0.16
H 0.92854 -1.95392 2.62498 0.1 -0.3 0.5 0.18
H -0.37375 -1.39287 0.90579 0.4 -0.2 -0.5 0.52
```
Positions in Å, forces in eV/Å.

=====

Density functional theory data (ωB97M-V with the def2-TZVPD basis set) for C5H10O2 in the gas phase.

LUMO energy ... 0.9 eV
SMILES ... C[C@@H](O)CCC=O
Kohn-Sham gap ... 10.96 eV
Energy relative to the best compared isomer or geometry (same formula, charge and spin) ... 1.2849 eV

```
17
Properties=species:S:1:pos:R:3:forces:R:3:nbo_charge:R:1
C 0.54840 -0.92836 1.83793 0.0 0.0 0.0 -0.63
C 0.44025 0.34705 1.00671 -0.2 0.0 0.2 0.10
O 1.58989 0.50899 0.19927 0.1 -0.1 -0.2 -0.73
C -0.88436 0.38155 0.19327 0.0 0.0 0.0 -0.43
C -0.74082 0.81392 -1.26706 0.0 -0.1 -0.1 -0.52
C -0.15592 -0.24493 -2.16816 0.2 -0.2 0.1 0.47
O 0.55459 -1.15643 -1.79840 -0.4 0.4 -0.2 -0.56
H -0.31290 -1.06144 2.50281 0.1 0.1 -0.1 0.21
H 0.59497 -1.79471 1.16630 0.0 0.1 0.1 0.21
H 1.46072 -0.91007 2.44179 -0.1 0.0 -0.1 0.22
H 0.45723 1.21471 1.67567 0.0 -0.1 -0.1 0.17
H 1.61329 -0.26377 -0.38768 0.1 0.1 0.1 0.48
H -1.35636 -0.60858 0.21040 0.1 0.1 0.0 0.21
H -1.58593 1.06817 0.68012 0.1 -0.1 0.0 0.22
H -0.09405 1.69870 -1.35821 -0.1 -0.1 0.0 0.26
H -1.71413 1.09469 -1.69045 0.1 0.0 0.1 0.22
H -0.41488 -0.15950 -3.24434 0.1 0.0 0.1 0.12
```
Positions in Å, forces in eV/Å.

=====

Density functional theory data (ωB97M-V with the def2-TZVPD basis set) for 2 unconnected molecules or ions with the total composition C4H11NO.

LUMO energy ... 0.9 eV
SMILES ... CC/C=C/N.O
Kohn-Sham gap ... 8.43 eV
Energy relative to the best compared isomer or geometry (same formula, charge and spin) ... 4.3680 eV

```
17
Properties=species:S:1:pos:R:3:forces:R:3:nbo_charge:R:1
C -0.56027 -0.74363 -1.53385 -1.2 -0.3 3.7 -0.63
C 1.00447 -0.74960 -1.02696 -5.0 -4.0 1.7 -0.41
C 1.12495 0.04752 0.19376 -0.8 -1.4 3.4 -0.35
C 0.78011 -0.60465 1.36811 0.4 -0.8 -1.3 0.05
N 1.23524 -0.63851 2.70242 -0.9 0.2 -0.5 -0.83
H -0.95561 0.34029 -1.44056 0.5 -1.7 -1.2 0.22
H -0.82635 -1.44666 -2.34617 0.4 1.2 -0.3 0.22
H -1.26809 -1.24979 -0.65122 2.0 1.2 -1.8 0.19
H 1.57014 -0.43134 -1.84531 1.5 -0.1 -1.0 0.22
H 1.08267 -1.94158 -0.52718 0.6 3.3 -2.5 0.20
H 1.09055 1.07563 0.30996 1.4 2.3 -0.5 0.20
H 0.01525 -1.38327 1.17118 1.2 -0.6 0.3 0.17
H 1.58448 -1.58714 2.87466 -0.2 0.8 0.2 0.39
H 1.85942 0.08995 3.00999 0.2 -0.1 -0.2 0.37
H -3.20283 3.50720 -1.04888 -0.1 1.6 -0.9 0.48
H -1.78661 2.90464 -0.57376 -0.6 0.6 -0.4 0.48
O -2.74751 2.81094 -0.63618 0.8 -2.2 1.2 -0.96
```
Positions in Å, forces in eV/Å.

=====

- energy relative to the best compared isomer or geometry (same formula, charge and spin) of number 5 (C4H27N2O10S)?
  6.0774 eV

=====

- Which of these has the lowest energy relative to the best compared isomer or geometry (same formula, charge and spin)?
  C12H37O7